ORCA calculation (the ωB97M-V functional and the def2-TZVPD basis) on a 3-piece molecular cluster, C39H71N4O13P2 overall.

- charge = +1
- LUMO level (eV) = -5.34
- largest force on an atom (hartree/bohr) = 0.2239
- E_HOMO (eV) = -10.13

Geometry as XYZ:
```
129
Properties=species:S:1:pos:R:3:lowdin_charge:R:1
C 6.26296 -6.32203 -0.87998 -0.018
C 7.22333 -6.39928 -2.22713 -0.267
O 8.56084 -6.58843 -2.08626 -0.009
O 6.69940 -6.32235 -3.60013 -0.129
C 6.67271 -4.94414 -4.11444 -0.182
C 5.64871 -4.71646 -5.39247 -0.165
C 4.26927 -5.59967 -5.31671 -0.196
C 2.98542 -4.82492 -4.64728 -0.174
C 3.40069 -3.84613 -3.35949 -0.185
N 2.23000 -3.33886 -2.57123 0.022
C 2.28881 -3.61092 -1.10018 -0.073
C 2.30527 -2.28750 -0.11632 -0.175
O 3.64673 -1.80622 0.24695 -0.072
C 4.64481 -2.02234 -0.80089 -0.136
N 5.53933 -2.00685 -1.74920 0.156
C 1.27564 -1.06977 -0.62538 -0.312
C 0.06594 -1.01360 0.53014 -0.050
C 2.06575 0.40059 -0.74912 -0.117
C 1.97414 1.33906 0.58302 -0.217
C 2.83346 0.83343 1.88044 -0.188
C 3.20673 2.06056 2.95431 -0.135
C 4.05891 1.69871 4.33994 -0.034
C 4.46346 2.94243 5.37127 -0.072
C 4.09544 4.52598 5.10926 -0.053
C 3.23188 4.87390 3.75398 -0.054
C 2.83018 3.63978 2.73210 -0.048
N 0.75566 -1.30896 -2.02671 -0.077
C -0.60399 -1.92855 -2.10058 -0.162
C -1.02448 -2.29769 -3.67849 -0.146
C -0.80939 -3.87552 -4.06171 -0.177
C -1.54126 -4.94445 -3.05552 -0.174
O -2.14063 -6.05245 -3.83550 -0.135
C -1.13282 -6.76737 -4.63441 -0.130
O -1.14819 -6.56174 -5.98093 -0.045
C 1.77950 -1.95215 -2.93500 -0.130
N 2.16552 -1.22164 -4.04747 0.155
H 6.55768 -7.22560 -0.19336 0.107
H 5.11622 -6.33718 -1.11698 0.069
H 6.50515 -5.32557 -0.31503 0.094
H 7.76549 -4.72927 -4.54001 0.154
H 6.36070 -4.13848 -3.30053 0.105
H 5.34297 -3.58165 -5.53434 0.119
H 6.20425 -5.02667 -6.40004 0.129
H 3.96148 -5.83025 -6.44592 0.128
H 4.41477 -6.66997 -4.81751 0.128
H 2.30667 -5.67750 -4.16001 0.114
H 2.30404 -4.28351 -5.43112 0.113
H 4.14223 -4.51908 -2.70940 0.128
H 4.09432 -3.00593 -3.82952 0.111
H 1.28047 -4.18888 -0.82310 0.150
H 3.15061 -4.37155 -0.77528 0.159
H 1.85745 -2.70035 0.91377 0.177
H -0.77524 -0.23960 0.25986 0.106
H -0.46008 -2.07720 0.66817 0.104
H 0.50448 -0.77779 1.61576 0.102
H 3.15175 0.29500 -1.19734 0.120
H 1.45606 0.99252 -1.59016 0.138
H 2.45144 2.38923 0.26996 0.118
H 0.86196 1.62193 0.91246 0.132
H 3.89643 0.48672 1.46167 0.123
H 2.34837 -0.03058 2.50223 0.104
H 4.36774 0.58504 4.57463 0.092
H 5.08440 2.67663 6.32701 0.087
H 4.39653 5.42695 5.80238 0.094
H 2.91616 5.98214 3.44960 0.098
H 2.22068 3.96352 1.75915 0.078
H -1.49893 -1.22217 -1.74352 0.150
H -0.59342 -2.89585 -1.41962 0.114
H -2.19479 -2.08944 -3.79410 0.133
H -0.51857 -1.54531 -4.45548 0.118
H -1.32359 -4.02824 -5.12855 0.142
H 0.32516 -4.11115 -4.22302 0.075
H -0.74101 -5.45606 -2.33228 0.132
H -2.39344 -4.39059 -2.46848 0.144
H -0.31212 -7.49985 -4.23595 0.165
H 3.08690 -0.69873 -4.03448 0.158
H 1.56832 -1.07259 -4.89590 0.139
O -7.81137 0.16849 -2.73704 -0.241
P -6.46012 0.92235 -2.79511 0.745
O -6.65706 1.44895 -4.36013 -0.224
C -7.87566 2.03943 -4.78018 -0.298
C -7.75252 3.55078 -4.81279 -0.082
O -5.54442 -0.42029 -3.14660 -0.241
C -5.89936 -1.68026 -2.60454 -0.319
C -6.62392 -2.50496 -3.65310 -0.073
O -4.95039 1.76462 -2.85998 -0.215
C -4.93851 3.16677 -2.67279 -0.309
C -5.67053 3.59755 -1.41889 -0.086
H -8.72077 1.75414 -4.14830 0.104
H -8.08295 1.67044 -5.78955 0.122
H -7.63639 3.94800 -3.80124 0.063
H -8.64137 4.00319 -5.25838 0.081
H -6.87341 3.85653 -5.39047 0.080
H -6.49489 -1.56879 -1.69333 0.105
H -4.97382 -2.19205 -2.31867 0.099
H -7.48783 -1.97041 -4.06277 0.077
H -6.96968 -3.45462 -3.23403 0.079
H -5.96123 -2.71471 -4.49846 0.076
H -5.33773 3.65953 -3.56015 0.096
H -3.88875 3.46941 -2.59422 0.122
H -6.73218 3.33814 -1.46886 0.066
H -5.58879 4.67985 -1.28125 0.088
H -5.25573 3.09687 -0.53825 0.083
O 0.49358 5.49904 6.68015 -0.257
P -0.99851 5.16539 6.92491 0.744
O -0.91131 5.32359 8.57801 -0.222
C -0.27651 6.44560 9.16810 -0.301
C -1.30574 7.46267 9.62271 -0.084
O -0.80332 3.51510 6.86851 -0.228
C 0.16053 2.94609 5.99986 -0.308
C 1.40472 2.57413 6.78613 -0.076
O -2.66559 4.79262 7.19837 -0.204
C -3.57896 5.85129 7.41326 -0.306
C -3.49947 6.92094 6.34406 -0.089
H 0.44017 6.92473 8.49604 0.101
H 0.28211 6.08183 10.03619 0.121
H -1.81262 7.90632 8.76203 0.062
H -0.83271 8.26549 10.19279 0.079
H -2.07031 6.98879 10.24794 0.081
H 0.39234 3.61717 5.16722 0.092
H -0.27660 2.04018 5.56568 0.112
H 1.80151 3.42897 7.34444 0.076
H 2.18921 2.19806 6.12268 0.029
H 1.17162 1.80284 7.52679 0.079
H -3.43061 6.26818 8.41015 0.096
H -4.58289 5.41331 7.40509 0.126
H -2.51819 7.40462 6.33717 0.064
H -4.25879 7.68978 6.51526 0.087
H -3.65366 6.48670 5.35112 0.083
```

=====

ORCA calculation (the ωB97M-V functional and the def2-TZVPD basis) on a 11-piece molecular cluster, C39H72Cl2O30 overall.

- ΔE to the lowest compared entry with this formula, charge and spin (kcal per mole) = 94.6
- charge = 0
- LUMO level (eV) = 0.07
- largest force on an atom (hartree/bohr) = 0.1343
- E_HOMO (eV) = -9.69
- structure (SMILES) = CCOC(=O)OC.CCOC(=O)OC.CCOC(=O)OC.CCOC(=O)OC.CCOC(=O)OC.CCOC(=O)OC.CCOC(=O)OC.O=C1OCCO1.O=C1OCCO1.O=C1OCCO1.ClCCCl

Geometry as XYZ:
```
143
Properties=species:S:1:pos:R:3:lowdin_charge:R:1
C 0.12810 -5.05028 -2.93259 -0.045
C -0.81716 -5.49294 -4.06204 -0.204
O -1.76446 -6.39603 -3.46835 0.000
C -2.71155 -7.03725 -4.27801 -0.510
O -2.63612 -7.19267 -5.55936 0.033
O -3.68908 -7.44975 -3.58550 0.026
C -4.89592 -7.96051 -4.11331 -0.030
H -0.32244 -4.46684 -2.12965 0.067
H 0.92658 -4.39766 -3.28560 0.065
H 0.53421 -5.98553 -2.54725 0.080
H -0.22036 -6.19854 -4.64001 0.122
H -1.19016 -4.66349 -4.66286 0.112
H -5.61120 -7.78896 -3.30893 0.091
H -4.88973 -9.04814 -4.18483 0.099
H -5.29923 -7.47086 -4.99970 0.103
C -3.71558 3.65176 5.99722 -0.059
C -2.88730 2.66023 5.24736 -0.235
O -2.31966 3.16256 4.03495 0.013
C -2.95609 3.08289 2.83540 -0.547
O -2.39586 2.95834 1.77106 0.114
O -4.27621 3.29829 2.91832 -0.014
C -5.07689 2.99701 1.74277 0.011
H -3.07346 4.52213 5.86218 0.088
H -3.82700 3.50507 7.07154 0.087
H -4.66263 3.83563 5.48988 0.077
H -3.42372 1.73165 5.05221 0.115
H -2.03505 2.36549 5.85965 0.129
H -4.91805 3.86318 1.10043 0.088
H -6.13126 2.82471 1.95891 0.098
H -4.71021 2.04416 1.36103 0.094
C 4.86097 -6.07653 -6.41480 -0.069
C 4.91838 -5.93952 -4.89371 -0.281
O 4.12527 -4.92983 -4.44187 0.004
C 4.10936 -4.77739 -3.06629 -0.467
O 4.62256 -5.54902 -2.17320 0.066
O 3.54693 -3.61486 -2.81257 -0.003
C 3.50279 -3.14363 -1.49736 -0.043
H 3.86184 -6.40467 -6.70142 0.086
H 5.52379 -6.89725 -6.68900 0.078
H 5.30469 -5.20338 -6.89315 0.071
H 5.97196 -5.70191 -4.74673 0.130
H 4.67318 -6.91538 -4.47456 0.134
H 3.17228 -3.92221 -0.80984 0.097
H 2.83112 -2.28543 -1.51860 0.090
H 4.47903 -2.84013 -1.11928 0.100
C 1.03559 -2.83466 6.87733 -0.065
C 0.63054 -2.63824 5.45014 -0.217
O -0.79878 -2.73173 5.45505 0.013
C -1.52725 -2.67841 4.29727 -0.553
O -1.07157 -2.60767 3.12911 0.094
O -2.74102 -2.63279 4.71846 0.033
C -3.53116 -1.71515 3.95108 -0.022
H 2.06926 -2.49326 6.93284 0.079
H 1.04056 -3.89714 7.12067 0.084
H 0.56603 -2.22508 7.64936 0.084
H 1.07754 -3.40347 4.81553 0.110
H 0.86746 -1.67282 5.00301 0.100
H -3.17921 -0.68389 3.92393 0.085
H -4.44212 -1.56856 4.53139 0.094
H -3.85059 -2.14367 3.00111 0.107
C -2.13674 5.55570 -1.61025 -0.060
C -2.95537 4.28514 -1.55648 -0.192
O -4.12103 4.48525 -2.34697 0.021
C -5.17338 5.24903 -1.94476 -0.550
O -5.36960 5.93981 -0.96731 0.122
O -6.16068 4.83348 -2.74173 -0.006
C -7.48114 5.16896 -2.47388 -0.072
H -2.77103 6.41059 -1.37585 0.080
H -1.45684 5.84638 -2.41108 0.080
H -1.40639 5.42796 -0.81128 0.061
H -3.22667 4.20175 -0.50408 0.096
H -2.41323 3.37479 -1.81230 0.125
H -8.19802 4.77632 -3.19500 0.094
H -7.67674 6.23817 -2.39251 0.099
H -7.80067 4.65039 -1.56995 0.096
C 5.39296 6.82185 2.86057 -0.031
C 3.95748 6.27561 2.78800 -0.249
O 3.57857 5.73318 4.01179 0.034
C 2.37175 5.18414 4.24959 -0.531
O 2.02025 4.94481 5.38270 0.143
O 1.73114 4.80189 3.10156 -0.071
C 0.38472 4.57855 3.05254 -0.057
H 5.97765 5.95059 3.15578 0.076
H 5.54865 7.62649 3.57919 0.081
H 5.79707 7.25335 1.94483 0.072
H 3.69292 5.56648 2.00362 0.098
H 3.25032 7.08742 2.61774 0.115
H 0.22776 4.07838 2.09688 0.087
H -0.08190 5.56273 3.09455 0.116
H 0.17504 3.90443 3.88302 0.096
C -0.62792 0.02705 -3.39550 -0.061
C -0.53412 -0.83236 -4.63457 -0.228
O 0.80720 -0.95055 -5.14039 0.021
C 1.11092 -2.07012 -5.92885 -0.488
O 0.42356 -3.05388 -6.15584 0.107
O 2.39431 -2.04279 -6.36792 -0.011
C 3.06335 -3.23729 -6.82553 -0.041
H 0.00780 -0.36631 -2.60226 0.060
H -1.59239 0.19866 -2.91754 0.087
H -0.12093 0.91132 -3.78165 0.083
H -1.04622 -0.25536 -5.40458 0.124
H -1.05022 -1.75734 -4.37737 0.121
H 2.66967 -3.59898 -7.77543 0.093
H 2.82394 -4.01465 -6.09993 0.076
H 4.11312 -3.26530 -7.11758 0.085
O 1.47750 -7.55943 -0.06581 0.125
C 1.04788 -6.69057 0.67772 -0.589
O 1.65916 -6.10619 1.71839 0.074
C 0.76331 -5.34296 2.45452 -0.141
C -0.35638 -5.15679 1.48892 -0.121
O -0.10395 -6.12895 0.48835 0.087
H 0.35324 -5.94587 3.26474 0.137
H 1.29668 -4.44800 2.77492 0.128
H -0.42830 -4.18411 1.00228 0.111
H -1.35640 -5.37233 1.86522 0.134
O 1.70533 3.63015 -0.35984 0.101
C 1.98326 4.85799 -0.27666 -0.484
O 1.11959 5.85489 -0.31292 0.074
C 1.81191 7.07344 -0.20182 -0.110
C 3.27246 6.70063 -0.53484 -0.143
O 3.27480 5.34044 -0.30763 0.045
H 1.44221 7.84890 -0.87270 0.138
H 1.87089 7.43892 0.82338 0.116
H 4.00477 7.15008 0.13585 0.122
H 3.31416 7.05854 -1.56356 0.134
O 0.27161 -2.13425 -0.48313 0.117
C -0.18593 -1.07416 -0.07685 -0.493
O -1.37060 -0.91112 0.52569 0.055
C -1.55977 0.40700 0.95580 -0.135
C -0.31527 1.17911 0.45680 -0.176
O 0.49693 0.14738 0.02635 0.011
H -2.42933 0.72247 0.37923 0.120
H -1.73479 0.49163 2.02832 0.115
H 0.13378 1.68144 1.31360 0.069
H -0.56329 1.78452 -0.41501 0.123
Cl 1.75466 0.71477 3.21541 0.659
C 3.30807 1.53743 3.37256 -0.705
C 3.72903 2.11320 2.12323 -0.669
Cl 5.43986 2.53996 2.32335 0.606
H 4.01160 0.80145 3.76176 0.073
H 3.13133 2.33047 4.09916 0.068
H 3.22854 3.07813 2.04253 0.050
H 3.59993 1.29067 1.41975 0.088
```

=====

Number 1: HOMO-LUMO gap 4.79 eV. Number 2: HOMO-LUMO gap 9.76 eV.